DFT (ωB97M-V/def2-TZVPD) results for a single CHClF2O2 molecule at a distorted geometry.

Element x y z (Å)
1 C 2.31 -0.30 0.00
2 O 0.13 -0.54 -0.15
3 O 1.18 0.42 0.01
4 F 2.35 -1.14 -1.03
5 F 2.56 -1.13 1.08
6 Cl 3.69 0.84 0.02
7 H -0.41 -0.35 0.75

Output
- HOMO-LUMO gap: 12.26 eV
- SMILES string: OOC(F)(F)Cl
- LUMO level: 0.34 eV
- E_HOMO: -11.9202 eV
- Calculated total energy: -849.00652 hartree

Electronic structure analysis, natural (NBO) charges in units of e: number 1, C, carries 0.86; number 2, O, carries -0.41; number 3, O, carries -0.27; number 4, F, carries -0.31; number 5, F, carries -0.34; number 6, Cl, carries -0.02; number 7, H, carries 0.48



DFT (ωB97M-V/def2-TZVPD) results for a single H2N4O5S2 molecule at a distorted geometry.

Element x y z (Å)
1 N -1.91 1.28 -0.67
2 N -1.78 0.18 -0.32
3 N 0.78 -1.91 -0.73
4 N 2.18 1.43 0.40
5 O 1.97 -1.36 -0.92
6 O 1.19 2.06 0.75
7 O -0.66 -0.12 0.71
8 O -1.33 2.38 -0.25
9 O -1.06 -2.60 0.48
10 S 2.61 0.05 -0.22
11 S 0.10 -1.58 0.61
12 H -0.44 2.35 0.32
13 H -1.66 -2.16 -0.16

Output
- HOMO-LUMO gap (alpha / beta): 7.82 / 7.82 eV
- LUMO level (alpha / beta): -1.02 / -1.03 eV
- E_HOMO (alpha / beta): -8.8432 / -8.8429 eV
- Calculated total energy: -1392.40748 hartree

Electronic structure analysis, natural (NBO) charges in units of e: number 1, N, carries 0.19; number 2, N, carries 0.04; number 3, N, carries -0.60; number 4, N, carries -0.12; number 5, O, carries -0.53; number 6, O, carries -0.40; number 7, O, carries -0.71; number 8, O, carries -0.52; number 9, O, carries -0.83; number 10, S, carries 0.87; number 11, S, carries 1.57; number 12, H, carries 0.51; number 13, H, carries 0.52



DFT (ωB97M-V/def2-TZVPD) results for a molecular structure, C12H28AuNO3P2 at a distorted geometry.

Element x y z (Å)
1 C -2.08 -1.67 -2.63
2 C -1.30 -0.78 -1.90
3 N -0.57 -1.23 -0.86
4 C -0.56 -2.51 -0.49
5 C -1.32 -3.45 -1.16
6 C -2.09 -3.02 -2.24
7 C -1.31 0.71 -2.18
8 P 0.22 1.54 -1.63
9 Au 0.60 0.27 0.37
10 P 0.68 -1.58 1.87
11 C 0.39 -2.92 0.64
12 O -3.36 2.46 -0.79
13 O -1.85 2.99 1.39
14 H -2.64 -1.28 -3.48
15 H -1.29 -4.49 -0.80
16 H -2.69 -3.73 -2.79
17 C 1.52 1.36 -2.88
18 C -0.11 3.31 -1.47
19 H 0.03 -3.81 1.20
20 H 1.40 -3.13 0.25
21 H -2.15 1.26 -1.66
22 H -1.38 0.89 -3.28
23 C 2.27 -1.90 2.69
24 C -0.60 -1.67 3.15
25 H -1.42 2.08 1.34
26 H -1.14 3.58 1.69
27 H -2.92 2.88 0.01
28 H -4.08 1.94 -0.42
29 H 2.04 -0.39 -0.42
30 H -0.92 0.79 1.08
31 H 1.18 1.86 -3.81
32 H 2.45 1.84 -2.51
33 H 1.70 0.29 -3.06
34 H -0.44 3.70 -2.45
35 H -0.89 3.49 -0.71
36 H 0.83 3.83 -1.17
37 H -0.52 -2.64 3.67
38 H -0.44 -0.84 3.86
39 H -1.59 -1.56 2.67
40 H 2.21 -2.86 3.22
41 H 3.07 -1.94 1.93
42 H 2.48 -1.08 3.40
43 C 3.40 1.50 2.09
44 O 2.21 1.10 1.52
45 H 4.23 0.75 1.95
46 H 3.11 1.58 3.17
47 H 3.64 2.48 1.64

Output
- <S²>: 2.03
- HOMO-LUMO gap (alpha / beta): 3.86 / 6.34 eV
- LUMO level (alpha / beta): -0.29 / -0.76 eV
- E_HOMO (alpha / beta): -4.1434 / -7.0944 eV
- 2S+1: 3
- Calculated total energy: -1572.67727 hartree

Electronic structure analysis, natural (NBO) charges in units of e: number 1, C, carries -0.23; number 2, C, carries 0.13; number 3, N, carries -0.57; number 4, C, carries 0.11; number 5, C, carries -0.23; number 6, C, carries -0.35; number 7, C, carries -0.79; number 8, P, carries 1.06; number 9, Au, carries 1.06; number 10, P, carries 1.09; number 11, C, carries -0.75; number 12, O, carries -0.98; number 13, O, carries -1.00; number 14, H, carries 0.21; number 15, H, carries 0.21; number 16, H, carries 0.20; number 17, C, carries -0.96; number 18, C, carries -0.97; number 19, H, carries 0.24; number 20, H, carries 0.24; number 21, H, carries 0.32; number 22, H, carries 0.24; number 23, C, carries -0.96; number 24, C, carries -0.97; number 25, H, carries 0.49; number 26, H, carries 0.49; number 27, H, carries 0.51; number 28, H, carries 0.47; number 29, H, carries -0.15; number 30, H, carries -0.37; number 31, H, carries 0.23; number 32, H, carries 0.26; number 33, H, carries 0.27; number 34, H, carries 0.24; number 35, H, carries 0.28; number 36, H, carries 0.25; number 37, H, carries 0.23; number 38, H, carries 0.26; number 39, H, carries 0.27; number 40, H, carries 0.23; number 41, H, carries 0.27; number 42, H, carries 0.27; number 43, C, carries -0.20; number 44, O, carries -1.01; number 45, H, carries 0.12; number 46, H, carries 0.14; number 47, H, carries 0.14



DFT (ωB97M-V/def2-TZVPD) results for 2 unconnected molecules or ions with the total composition CH4NO2 at a distorted geometry.

Element x y z (Å)
1 O 1.37 1.05 -1.82
2 H 1.12 0.24 -2.30
3 C -0.57 0.17 0.35
4 N -0.28 -0.94 1.16
5 O -1.65 0.56 0.10
6 H 1.00 0.91 -0.93
7 H -1.17 -1.36 1.44
8 H 0.19 -0.62 2.00

Output
- <S²>: 0.75
- HOMO-LUMO gap (alpha / beta): 10.13 / 10.04 eV
- LUMO level (alpha / beta): 0.87 / -1.15 eV
- E_HOMO (alpha / beta): -9.2659 / -11.1873 eV
- 2S+1: 2
- Calculated total energy: -245.67636 hartree

Electronic structure analysis, natural (NBO) charges in units of e: number 1, O, carries -0.94; number 2, H, carries 0.46; number 3, C, carries 0.58; number 4, N, carries -0.87; number 5, O, carries -0.47; number 6, H, carries 0.46; number 7, H, carries 0.38; number 8, H, carries 0.40



DFT (ωB97M-V/def2-TZVPD) results for 3 unconnected molecules or ions with the total composition C5H16N2O3 at a distorted geometry.

Element x y z (Å)
1 N -1.62 1.60 -0.21
2 C -0.90 1.37 -1.43
3 C 0.12 0.19 -1.52
4 N 0.60 -0.35 -0.25
5 C 2.78 0.30 0.56
6 C 1.30 0.70 0.56
7 C 0.80 0.67 1.98
8 O 1.21 1.34 2.88
9 H -1.08 1.46 0.63
10 H -2.50 1.13 -0.11
11 H -1.56 1.30 -2.27
12 H -0.34 2.29 -1.66
13 H -0.41 -0.59 -2.07
14 H 0.95 0.56 -2.12
15 H -0.18 -0.77 0.24
16 H 3.42 1.04 1.05
17 H 2.94 -0.66 1.05
18 H 3.12 0.20 -0.47
19 H 1.15 1.65 0.05
20 H 0.07 -0.14 2.23
21 H -1.95 -1.96 -0.30
22 H -3.34 -1.30 -0.12
23 O -2.66 -1.52 -0.77
24 H 0.25 -2.83 -0.98
25 H -0.99 -2.60 -1.62
26 O -0.64 -3.22 -0.97

Output
- HOMO-LUMO gap: 9.60 eV
- SMILES string: C[C@H](C=O)NCCN.O.O
- LUMO level: 0.52 eV
- E_HOMO: -9.0831 eV
- Calculated total energy: -535.29408 hartree

Electronic structure analysis, natural (NBO) charges in units of e: number 1, N, carries -0.84; number 2, C, carries -0.25; number 3, C, carries -0.23; number 4, N, carries -0.65; number 5, C, carries -0.59; number 6, C, carries -0.19; number 7, C, carries 0.43; number 8, O, carries -0.50; number 9, H, carries 0.35; number 10, H, carries 0.37; number 11, H, carries 0.21; number 12, H, carries 0.17; number 13, H, carries 0.19; number 14, H, carries 0.19; number 15, H, carries 0.36; number 16, H, carries 0.22; number 17, H, carries 0.21; number 18, H, carries 0.22; number 19, H, carries 0.22; number 20, H, carries 0.10; number 21, H, carries 0.48; number 22, H, carries 0.48; number 23, O, carries -0.97; number 24, H, carries 0.48; number 25, H, carries 0.47; number 26, O, carries -0.93



DFT (ωB97M-V/def2-TZVPD) results for a molecular structure, C30H30CaN8O6STe.

Element x y z (Å)
1 Ca 0.24 -0.58 0.55
2 O -1.78 2.25 3.73
3 C -0.89 3.24 3.90
4 C -1.18 4.26 4.81
5 C -0.29 5.29 5.01
6 C 0.92 5.32 4.31
7 C 1.20 4.31 3.41
8 C 0.32 3.26 3.19
9 C 0.62 2.18 2.20
10 O -0.29 1.28 2.01
11 N 1.78 2.23 1.61
12 N 1.91 1.22 0.67
13 C 3.05 1.18 0.09
14 C 3.39 0.31 -1.01
15 C 4.74 0.21 -1.37
16 C 5.18 -0.55 -2.43
17 C 4.22 -1.23 -3.19
18 C 2.88 -1.14 -2.89
19 C 2.40 -0.39 -1.78
20 O 1.14 -0.34 -1.53
21 H -1.32 1.66 3.03
22 H -2.12 4.21 5.35
23 H -0.52 6.08 5.72
24 H 1.62 6.13 4.46
25 H 2.12 4.31 2.84
26 H 3.82 1.88 0.43
27 H 5.46 0.76 -0.77
28 H 6.23 -0.62 -2.67
29 H 4.53 -1.83 -4.04
30 H 2.13 -1.64 -3.49
31 O 1.42 -1.79 2.09
32 C 1.75 -2.97 2.44
33 C 2.61 -3.16 3.56
34 C 2.98 -4.39 4.02
35 C 2.53 -5.55 3.39
36 C 1.71 -5.41 2.28
37 C 1.32 -4.17 1.77
38 C 0.50 -4.11 0.56
39 N -0.01 -3.05 -0.04
40 C -0.67 -3.48 -1.16
41 C -0.57 -4.84 -1.25
42 N 0.16 -5.23 -0.15
43 H 2.95 -2.25 4.05
44 H 3.63 -4.47 4.89
45 H 2.80 -6.54 3.74
46 H 1.37 -6.32 1.80
47 H -1.15 -2.79 -1.83
48 H -0.94 -5.54 -1.98
49 H 0.46 -6.16 0.05
50 N 0.51 2.60 -1.79
51 C -0.40 3.32 -1.09
52 N -0.07 4.67 -0.95
53 O -1.41 2.87 -0.58
54 H 1.45 2.96 -1.84
55 H 0.46 1.59 -1.76
56 H 0.42 5.09 -1.72
57 H -0.84 5.22 -0.61
58 C -4.03 2.08 1.39
59 N -3.42 0.77 1.51
60 C -2.91 0.11 0.43
61 N -3.28 0.54 -0.80
62 O -2.16 -0.88 0.60
63 H -4.45 2.36 2.35
64 H -4.84 2.03 0.66
65 H -3.31 2.85 1.08
66 H -2.91 0.59 2.35
67 H -3.27 1.54 -0.95
68 H -2.85 0.03 -1.57
69 Te -1.73 -0.44 -4.12
70 C -3.26 -0.83 -5.50
71 C -3.65 -2.02 -6.06
72 C -4.72 -1.91 -6.99
73 C -5.16 -0.63 -7.15
74 S -4.27 0.43 -6.13
75 H -3.16 -2.95 -5.81
76 H -5.15 -2.75 -7.53
77 H -5.95 -0.27 -7.79

Output
- HOMO-LUMO gap: 5.53 eV
- LUMO level: 4.23 eV
- E_HOMO: -1.3028 eV
- Total charge: -2
- Calculated total energy: -3394.87230 hartree

Electronic structure analysis, Löwdin charges in units of e: number 1, Ca, carries 1.43; number 2, O, carries 0.02; number 3, C, carries -0.28; number 4, C, carries -0.03; number 5, C, carries -0.12; number 6, C, carries -0.12; number 7, C, carries -0.04; number 8, C, carries -0.07; number 9, C, carries -0.44; number 10, O, carries -0.17; number 11, N, carries 0.06; number 12, N, carries -0.08; number 13, C, carries -0.12; number 14, C, carries -0.16; number 15, C, carries -0.09; number 16, C, carries -0.14; number 17, C, carries -0.12; number 18, C, carries -0.02; number 19, C, carries -0.39; number 20, O, carries -0.28; number 21, H, carries 0.04; number 22, H, carries 0.10; number 23, H, carries 0.09; number 24, H, carries 0.08; number 25, H, carries 0.10; number 26, H, carries 0.11; number 27, H, carries 0.10; number 28, H, carries 0.08; number 29, H, carries 0.09; number 30, H, carries 0.11; number 31, O, carries -0.21; number 32, C, carries -0.39; number 33, C, carries -0.03; number 34, C, carries -0.13; number 35, C, carries -0.15; number 36, C, carries -0.08; number 37, C, carries -0.09; number 38, C, carries -0.27; number 39, N, carries 0.04; number 40, C, carries -0.13; number 41, C, carries -0.10; number 42, N, carries 0.08; number 43, H, carries 0.10; number 44, H, carries 0.09; number 45, H, carries 0.07; number 46, H, carries 0.09; number 47, H, carries 0.05; number 48, H, carries 0.09; number 49, H, carries 0.12; number 50, N, carries 0.19; number 51, C, carries -0.65; number 52, N, carries 0.13; number 53, O, carries 0.02; number 54, H, carries 0.10; number 55, H, carries 0.06; number 56, H, carries 0.08; number 57, H, carries 0.09; number 58, C, carries -0.10; number 59, N, carries 0.03; number 60, C, carries -0.62; number 61, N, carries 0.17; number 62, O, carries -0.10; number 63, H, carries 0.08; number 64, H, carries 0.08; number 65, H, carries 0.07; number 66, H, carries 0.11; number 67, H, carries 0.07; number 68, H, carries -0.03; number 69, Te, carries 0.49; number 70, C, carries -1.13; number 71, C, carries -0.30; number 72, C, carries -0.26; number 73, C, carries -0.49; number 74, S, carries 0.83; number 75, H, carries 0.08; number 76, H, carries 0.08; number 77, H, carries 0.03



DFT (ωB97M-V/def2-TZVPD) results for a single C2H4NPS molecule at a distorted geometry.

Element x y z (Å)
1 C 1.27 -0.41 -0.45
2 C -1.24 0.63 0.28
3 N 0.61 -1.20 0.45
4 P -0.78 -0.96 1.11
5 S 0.15 1.08 -0.78
6 H 2.14 -0.11 -0.05
7 H 1.39 -0.92 -1.31
8 H -2.24 0.37 -0.31
9 H -1.30 1.52 1.07

Output
- HOMO-LUMO gap: 8.57 eV
- SMILES string: C1N=PCS1
- LUMO level: -0.20 eV
- E_HOMO: -8.7620 eV
- Calculated total energy: -872.84741 hartree

Electronic structure analysis, natural (NBO) charges in units of e: number 1, C, carries -0.30; number 2, C, carries -0.98; number 3, N, carries -0.82; number 4, P, carries 1.05; number 5, S, carries 0.11; number 6, H, carries 0.21; number 7, H, carries 0.21; number 8, H, carries 0.25; number 9, H, carries 0.27



DFT (ωB97M-V/def2-TZVPD) results for a molecular structure, C13H21HgN8O2.

Element x y z (Å)
1 Hg 0.98 -0.48 -0.58
2 N 1.62 1.05 2.48
3 C 0.69 0.08 2.68
4 N 0.22 -0.07 3.91
5 C -0.72 -1.03 4.03
6 N -1.22 -1.20 5.27
7 N -1.21 -1.79 3.06
8 C -0.67 -1.58 1.85
9 N 0.30 -0.63 1.62
10 C -1.11 -2.31 0.72
11 C -2.13 -3.30 0.81
12 C -2.54 -3.95 -0.31
13 C -1.96 -3.64 -1.57
14 C -0.97 -2.69 -1.60
15 N -0.54 -2.03 -0.51
16 H 2.02 1.46 3.30
17 H 2.15 1.06 1.62
18 H -0.86 -0.65 6.03
19 H -1.91 -1.91 5.43
20 H -2.54 -3.51 1.78
21 H -3.32 -4.71 -0.25
22 H -2.26 -4.14 -2.47
23 H -0.49 -2.42 -2.53
24 N -2.72 0.57 0.26
25 C -2.11 1.42 -0.59
26 N -2.92 2.39 -1.14
27 O -0.92 1.36 -0.89
28 H -3.72 0.50 0.28
29 H -2.21 -0.24 0.58
30 H -3.77 2.65 -0.66
31 H -2.43 3.13 -1.61
32 C 1.71 1.45 -3.22
33 C 2.63 1.56 -2.00
34 C 4.07 1.79 -2.48
35 C 2.20 2.70 -1.09
36 O 2.66 0.34 -1.29
37 H 1.76 2.36 -3.83
38 H 0.67 1.32 -2.90
39 H 2.01 0.60 -3.83
40 H 4.15 2.73 -3.03
41 H 4.38 0.97 -3.12
42 H 4.74 1.83 -1.62
43 H 2.24 3.66 -1.62
44 H 2.88 2.76 -0.24
45 H 1.18 2.55 -0.73

Output
- <S²>: 0.76
- HOMO-LUMO gap (alpha / beta): 6.08 / 8.78 eV
- LUMO level (alpha / beta): 0.57 / 0.10 eV
- E_HOMO (alpha / beta): -5.5021 / -8.6804 eV
- 2S+1: 2
- Calculated total energy: -1250.00847 hartree

Electronic structure analysis, natural (NBO) charges in units of e: number 1, Hg, carries 1.49; number 2, N, carries -0.79; number 3, C, carries 0.61; number 4, N, carries -0.63; number 5, C, carries 0.59; number 6, N, carries -0.78; number 7, N, carries -0.59; number 8, C, carries 0.35; number 9, N, carries -0.74; number 10, C, carries 0.02; number 11, C, carries -0.20; number 12, C, carries -0.20; number 13, C, carries -0.32; number 14, C, carries 0.06; number 15, N, carries -0.65; number 16, H, carries 0.40; number 17, H, carries 0.40; number 18, H, carries 0.40; number 19, H, carries 0.40; number 20, H, carries 0.24; number 21, H, carries 0.21; number 22, H, carries 0.22; number 23, H, carries 0.20; number 24, N, carries -0.83; number 25, C, carries 0.79; number 26, N, carries -0.84; number 27, O, carries -0.72; number 28, H, carries 0.39; number 29, H, carries 0.42; number 30, H, carries 0.39; number 31, H, carries 0.41; number 32, C, carries -0.64; number 33, C, carries 0.24; number 34, C, carries -0.62; number 35, C, carries -0.64; number 36, O, carries -0.94; number 37, H, carries 0.21; number 38, H, carries 0.21; number 39, H, carries 0.21; number 40, H, carries 0.20; number 41, H, carries 0.21; number 42, H, carries 0.21; number 43, H, carries 0.21; number 44, H, carries 0.20; number 45, H, carries 0.22